<1>
The following is a quantum chemistry calculation of a molecular structure, C31H47Cl2N7SScSeSi3, from the OMol25 dataset.

```
93
Properties=species:S:1:pos:R:3:lowdin_charge:R:1
Sc -0.01 -0.31 0.59 0.74
C -4.53 -0.77 1.09 -0.01
C -3.09 -0.98 0.99 -0.29
N -2.24 -0.02 1.07 -0.08
N -2.77 1.23 1.23 0.01
C -1.92 2.21 1.10 -0.76
N -2.41 3.44 1.16 0.08
S -0.11 2.19 1.00 0.71
C -2.52 -2.27 0.46 -0.20
C -3.28 -3.46 0.47 0.02
C -2.86 -4.55 -0.27 -0.01
C -1.71 -4.38 -0.99 0.00
C -0.87 -3.28 -0.80 -0.31
N -1.28 -2.22 -0.06 0.07
H -4.95 -1.63 1.57 0.06
H -4.95 -0.79 0.04 0.13
H -4.80 0.17 1.60 0.09
H -3.38 3.55 1.46 0.13
H -1.77 4.20 1.39 0.09
H -4.21 -3.47 0.98 0.10
H -3.47 -5.43 -0.39 0.12
H -1.44 -5.13 -1.72 0.12
H 1.15 -3.74 1.29 0.03
Cl 0.45 -2.29 -5.29 0.49
C -1.29 -1.79 -5.44 -0.99
Cl -2.41 -3.06 -4.97 0.52
H -1.48 -1.60 -6.48 0.02
H -1.44 -0.91 -4.89 -0.06
C 0.39 -3.19 -1.54 -0.04
Si 2.33 -2.71 1.68 0.50
C 3.10 -3.51 3.20 -0.21
C 3.65 -2.77 0.26 -0.19
C 1.50 -1.01 2.07 -0.58
Si 0.81 -1.03 3.85 0.39
C -0.22 0.52 4.19 -0.18
C -0.20 -2.59 4.09 -0.18
C 2.06 -0.90 5.27 -0.17
Si 2.81 0.30 1.70 0.44
C 2.55 2.03 2.46 -0.21
C 4.58 -0.03 2.19 -0.15
C 2.64 0.51 -0.23 -0.30
C 3.64 1.22 -0.90 -0.07
C 3.71 1.16 -2.26 -0.04
C 2.74 0.47 -2.98 -0.01
C 1.69 -0.08 -2.28 -0.15
N 1.62 -0.05 -0.96 -0.04
H 0.65 -4.17 -1.93 0.10
H 1.19 -2.88 -0.85 0.03
H 0.34 -2.46 -2.39 0.05
H 3.92 -2.91 3.57 0.02
H 3.50 -4.52 3.09 0.04
H 2.43 -3.56 4.03 0.00
H 3.41 -3.71 -0.29 0.04
H 4.58 -2.89 0.80 0.02
H 3.71 -1.93 -0.42 0.01
H -1.19 0.59 3.62 0.04
H 0.25 1.47 4.02 0.00
H -0.44 0.46 5.24 0.03
H -1.01 -2.46 4.86 0.06
H 0.42 -3.39 4.48 0.02
H -0.68 -2.89 3.17 0.01
H 2.30 0.14 5.56 0.04
H 3.03 -1.39 5.22 0.02
H 1.60 -1.33 6.15 0.03
H 3.24 2.13 3.29 0.04
H 1.53 2.14 2.76 -0.08
H 2.72 2.89 1.80 0.04
H 4.60 0.44 3.16 0.02
H 5.41 0.46 1.61 0.06
H 4.86 -1.08 2.32 0.02
H 4.39 1.81 -0.32 0.13
H 4.58 1.58 -2.74 0.12
H 2.73 0.44 -4.03 0.10
H 0.86 -0.54 -2.81 0.05
C -3.54 2.17 -4.38 -0.02
N -2.44 2.68 -3.57 -0.06
C -1.76 1.93 -2.69 -0.70
Se -2.03 0.14 -2.27 0.74
N -0.94 2.73 -2.01 0.11
C -1.17 4.05 -2.39 -0.19
C -0.55 5.19 -1.94 -0.01
C -1.05 6.37 -2.44 -0.07
C -2.09 6.34 -3.41 -0.08
C -2.62 5.19 -3.94 0.01
C -2.13 4.03 -3.34 -0.16
H -3.71 1.12 -4.14 0.04
H -3.34 2.27 -5.45 0.10
H -4.46 2.73 -4.14 0.11
H -0.39 2.39 -1.21 0.02
H 0.12 5.14 -1.09 0.12
H -0.79 7.41 -2.08 0.13
H -2.45 7.26 -3.77 0.10
H -3.38 5.17 -4.72 0.12
```

Output
Gap between HOMO and LUMO   0.26808 Ha
Total charge   +1
LUMO energy   -0.109 Eh

***

<2>
The following is a quantum chemistry calculation of a molecular structure, C31H47Cl2N7SScSeSi3, from the OMol25 dataset.

```
93
Properties=species:S:1:pos:R:3:lowdin_charge:R:1
Sc -0.05 0.34 -0.07 0.71
C -2.76 1.19 3.69 -0.01
C -1.93 0.60 2.59 -0.26
N -0.89 1.15 2.04 -0.04
N -0.43 2.26 2.66 -0.02
C 0.75 2.69 2.23 -0.84
N 1.23 3.76 2.93 0.11
S 1.70 1.93 1.03 0.69
C -2.19 -0.76 2.09 -0.21
C -3.04 -1.65 2.77 0.02
C -3.12 -2.96 2.36 -0.03
C -2.37 -3.38 1.29 -0.03
C -1.60 -2.45 0.63 -0.21
N -1.53 -1.16 0.98 0.03
H -2.67 2.27 3.71 0.08
H -3.81 0.94 3.50 0.09
H -2.49 0.77 4.65 0.09
H 0.58 4.18 3.54 0.09
H 2.05 4.24 2.64 0.09
H -3.61 -1.29 3.60 0.11
H -3.77 -3.62 2.91 0.12
H -2.42 -4.39 0.92 0.12
H -1.06 -2.73 -0.24 0.02
Cl 0.05 -2.07 -2.37 0.65
C 1.52 -3.08 -2.44 -0.98
Cl 2.81 -2.10 -3.01 0.63
H 1.31 -3.84 -3.15 0.03
H 1.67 -3.47 -1.43 -0.05
C -4.41 0.80 -0.48 -0.16
Si -3.10 0.54 -1.84 0.40
C -3.12 -1.33 -2.16 -0.19
C -3.89 1.18 -3.44 -0.17
C -1.42 1.39 -1.52 -0.54
Si -1.79 3.22 -1.07 0.42
C -2.59 3.54 0.61 -0.18
C -0.21 4.31 -1.04 -0.17
C -3.09 4.08 -2.16 -0.19
Si -0.54 1.54 -3.18 0.45
C -0.76 0.21 -4.51 -0.19
C -0.74 3.12 -4.19 -0.18
C 1.34 1.45 -2.74 -0.30
C 2.29 2.09 -3.55 -0.05
C 3.64 2.02 -3.24 -0.04
C 4.04 1.23 -2.17 -0.05
C 3.05 0.64 -1.41 -0.27
N 1.74 0.77 -1.67 -0.09
H -5.28 0.15 -0.65 0.04
H -4.78 1.83 -0.48 0.03
H -4.02 0.59 0.52 0.01
H -4.16 -1.52 -2.43 0.04
H -2.81 -2.01 -1.39 -0.01
H -2.56 -1.58 -3.07 0.00
H -4.63 0.45 -3.79 0.04
H -3.14 1.35 -4.25 0.02
H -4.43 2.13 -3.21 0.03
H -1.85 3.83 1.35 0.01
H -3.15 2.68 1.00 0.00
H -3.32 4.38 0.49 0.06
H 0.23 4.32 -0.04 0.00
H -0.46 5.33 -1.36 0.05
H 0.57 3.93 -1.71 0.01
H -4.12 3.86 -1.84 0.03
H -3.05 3.85 -3.23 0.01
H -3.03 5.16 -2.06 0.04
H -1.63 -0.42 -4.41 0.00
H 0.13 -0.45 -4.50 0.01
H -0.82 0.65 -5.52 0.05
H -1.73 3.07 -4.67 0.03
H 0.03 3.09 -4.99 0.04
H -0.66 4.10 -3.71 0.04
H 2.01 2.72 -4.37 0.09
H 4.39 2.54 -3.85 0.12
H 5.08 1.15 -1.87 0.11
H 3.31 0.10 -0.49 0.06
C 1.62 -4.17 3.55 -0.01
N 2.86 -3.62 3.05 -0.07
C 3.04 -2.79 1.98 -0.66
Se 1.74 -2.18 0.83 0.76
N 4.36 -2.54 1.89 0.13
C 5.06 -3.27 2.85 -0.17
C 6.41 -3.46 3.08 0.00
C 6.76 -4.36 4.09 -0.07
C 5.78 -5.00 4.85 -0.07
C 4.43 -4.81 4.61 0.00
C 4.09 -3.93 3.60 -0.17
H 0.80 -3.78 2.94 0.06
H 1.49 -3.89 4.57 0.10
H 1.63 -5.26 3.45 0.11
H 4.74 -1.97 1.18 0.15
H 7.15 -2.89 2.53 0.12
H 7.81 -4.51 4.29 0.11
H 6.08 -5.68 5.64 0.12
H 3.67 -5.31 5.22 0.12
```

Output
Gap between HOMO and LUMO   0.26548 Ha
Total charge   +1
LUMO energy   -0.112 Eh

***

Most stable: <2> (next structure +48.8 kJ/mol)

***

<1>
The following is a quantum chemistry calculation of C26H38O6 in the gas phase, from the OMol25 dataset.

```
70
Properties=species:S:1:pos:R:3:lowdin_charge:R:1
C 1.48 -4.06 6.67 -0.11
C 2.06 -2.70 6.28 -0.26
C 1.14 -1.90 5.36 -0.21
H 0.17 -1.78 5.83 0.12
H 1.56 -0.91 5.20 0.11
C 0.96 -2.56 3.99 -0.09
C 0.26 -1.63 3.02 -0.48
O 0.12 -0.45 3.18 0.14
O -0.16 -2.34 1.96 0.01
C -0.86 -1.79 0.83 -0.24
C -1.33 -3.02 0.04 -0.30
O -2.39 -3.02 -0.55 0.11
C -0.49 -4.29 0.04 -0.16
O 0.88 -4.17 0.30 -0.05
H 0.98 -3.76 1.16 0.07
H -0.58 -4.75 -0.95 0.14
H -0.98 -4.96 0.76 0.14
C -2.08 -0.94 1.25 -0.06
H -3.01 -1.45 0.98 0.12
H -2.07 -0.80 2.33 0.12
C -1.96 0.41 0.54 -0.10
H -2.37 1.21 1.16 0.12
H -2.49 0.39 -0.40 0.12
C -0.45 0.57 0.32 -0.21
C -0.03 1.67 -0.67 -0.22
C -0.60 3.01 -0.22 -0.13
C -0.03 4.12 -1.10 -0.12
C -0.38 3.87 -2.53 -0.15
C -0.92 4.86 -3.27 0.04
C -1.19 4.78 -4.70 -0.41
O -1.72 5.69 -5.31 0.08
C -0.71 3.52 -5.36 -0.10
C -0.82 2.33 -4.42 -0.13
H -0.46 1.43 -4.93 0.11
H -1.88 2.18 -4.17 0.13
C -0.03 2.52 -3.11 -0.37
C 1.48 2.52 -3.40 0.00
H 1.74 1.68 -4.04 0.09
H 1.76 3.44 -3.92 0.09
H 2.06 2.46 -2.49 0.08
C -0.42 1.37 -2.12 -0.15
H -1.51 1.26 -2.18 0.15
C 0.21 0.00 -2.50 -0.32
C -0.30 -1.09 -1.55 -0.06
H -1.38 -1.16 -1.68 0.13
C 0.02 -0.84 -0.07 -0.32
C 1.52 -1.04 0.17 0.02
H 1.78 -0.82 1.21 0.09
H 1.82 -2.05 -0.07 0.09
H 2.08 -0.36 -0.46 0.09
H 0.14 -2.04 -1.86 0.14
O -0.03 -0.41 -3.82 -0.02
H -0.97 -0.64 -3.90 0.11
H 1.30 0.07 -2.43 0.14
H -1.30 3.34 -6.27 0.12
H 0.32 3.67 -5.67 0.13
H -1.15 5.81 -2.81 0.12
H -0.42 5.09 -0.78 0.12
H 1.05 4.14 -0.99 0.13
H -1.69 3.00 -0.32 0.13
H -0.36 3.19 0.82 0.13
H 1.06 1.74 -0.61 0.15
H -0.01 0.82 1.29 0.14
H 0.39 -3.48 4.06 0.13
H 1.94 -2.80 3.56 0.14
H 3.03 -2.85 5.79 0.11
H 2.23 -2.12 7.18 0.11
H 2.12 -4.54 7.40 0.07
H 1.39 -4.71 5.81 0.06
H 0.49 -3.93 7.11 0.07
```

Output
Gap between HOMO and LUMO   0.35517 Ha
SMILES   CCCCC(=O)O[C@@]1(C(=O)CO)CC[C@@H]2[C@@H]3CCC4=CC(=O)CC[C@]4(C)[C@H]3[C@H](O)C[C@@]21C
Total charge   0
LUMO energy   0.019 Eh

***

<2>
The following is a quantum chemistry calculation of C26H38O6 in the gas phase, from the OMol25 dataset.

```
70
Properties=species:S:1:pos:R:3:lowdin_charge:R:1
C -4.48 -4.38 -1.18 -0.10
C -3.32 -3.81 -0.37 -0.25
C -3.75 -3.15 0.94 -0.19
C -4.70 -1.96 0.74 -0.08
C -4.08 -0.90 -0.14 -0.50
O -4.50 -0.56 -1.22 0.14
O -3.00 -0.38 0.44 0.05
C -2.22 0.59 -0.27 -0.30
C -2.97 1.91 -0.41 -0.29
O -2.60 2.77 -1.17 0.13
C -4.21 2.13 0.43 -0.18
O -4.56 3.48 0.46 -0.03
H -4.14 3.89 -0.32 0.09
H -5.02 1.53 -0.02 0.14
H -4.06 1.78 1.45 0.13
C -1.75 0.11 -1.65 -0.07
H -2.41 0.48 -2.43 0.12
H -1.79 -0.98 -1.68 0.12
C -0.31 0.62 -1.83 -0.10
H 0.37 -0.22 -1.97 0.11
H -0.24 1.27 -2.70 0.12
C 0.03 1.41 -0.55 -0.20
H -0.26 2.45 -0.72 0.15
C -0.90 0.83 0.53 -0.34
C -1.11 1.79 1.70 0.01
H -0.17 1.95 2.22 0.08
H -1.83 1.38 2.40 0.10
H -1.47 2.76 1.35 0.10
C -0.36 -0.52 1.02 -0.04
H -0.46 -1.26 0.23 0.13
H -0.97 -0.86 1.86 0.13
C 1.11 -0.49 1.45 -0.30
O 1.31 0.30 2.60 -0.03
H 0.70 -0.01 3.29 0.11
C 1.99 0.02 0.29 -0.15
C 1.52 1.40 -0.15 -0.22
C 2.35 1.91 -1.33 -0.13
C 3.83 1.94 -0.96 -0.12
C 4.29 0.58 -0.55 -0.16
C 5.36 0.01 -1.12 0.05
C 5.96 -1.25 -0.69 -0.41
O 6.86 -1.79 -1.29 0.08
C 5.41 -1.78 0.61 -0.10
C 3.91 -1.55 0.70 -0.13
H 3.54 -1.96 1.64 0.12
H 3.44 -2.11 -0.12 0.13
C 3.52 -0.06 0.59 -0.38
C 3.94 0.68 1.87 -0.01
H 3.45 1.64 1.94 0.08
H 3.67 0.11 2.75 0.09
H 5.02 0.84 1.87 0.09
H 5.65 -2.85 0.70 0.12
H 5.93 -1.26 1.43 0.13
H 5.86 0.50 -1.94 0.12
H 4.42 2.29 -1.81 0.12
H 3.99 2.63 -0.13 0.13
H 2.22 1.26 -2.19 0.12
H 2.02 2.92 -1.60 0.13
H 1.63 2.09 0.69 0.15
H 1.82 -0.67 -0.54 0.15
H 1.40 -1.53 1.67 0.15
H -4.92 -1.51 1.71 0.13
H -5.63 -2.28 0.27 0.12
H -4.26 -3.89 1.56 0.12
H -2.87 -2.81 1.47 0.10
H -2.79 -3.08 -0.99 0.09
H -2.62 -4.61 -0.14 0.11
H -4.10 -4.95 -2.03 0.07
H -5.08 -5.04 -0.56 0.08
H -5.11 -3.58 -1.56 0.07
```

Output
Gap between HOMO and LUMO   0.35304 Ha
SMILES   CCCCC(=O)O[C@]1(C(=O)CO)CC[C@@H]2[C@@H]3CCC4=CC(=O)CC[C@]4(C)[C@H]3[C@@H](O)C[C@@]21C
Total charge   0
LUMO energy   0.011 Eh

***

Most stable: <2> (next structure +30.6 kJ/mol)